A molecular structure, C26H23MnN9O7S. Source: the OMol25 dataset; level of theory: ωB97M-V/def2-TZVPD.

XYZ file:
```
67
Properties=species:S:1:pos:R:3
Mn 1.15 -0.36 -1.16
O 4.84 1.10 -1.25
C 3.65 0.91 -1.34
O 3.04 -0.22 -1.38
C 2.68 2.09 -1.34
C 3.13 3.40 -1.23
C 2.19 4.42 -1.19
C 0.85 4.09 -1.30
C 0.49 2.75 -1.42
N 1.38 1.76 -1.42
H 4.19 3.58 -1.17
H 2.50 5.45 -1.08
H 0.08 4.85 -1.28
H -0.55 2.47 -1.52
O -6.96 1.20 1.67
S -7.93 0.44 0.92
O -9.12 1.15 0.56
O -8.12 -0.92 1.40
C -7.08 0.05 -0.70
N -7.88 -0.30 -1.71
C -7.24 -0.68 -2.82
C -5.86 -0.71 -2.90
C -5.13 -0.31 -1.79
N -5.77 0.06 -0.67
C -3.68 -0.25 -1.71
C -2.81 -0.58 -2.76
C -1.45 -0.53 -2.56
N -0.87 -0.20 -1.39
C -1.71 0.19 -0.41
C -3.08 0.17 -0.52
H -7.88 -0.96 -3.65
H -5.38 -1.05 -3.81
H -3.20 -0.86 -3.73
H -0.77 -0.76 -3.37
H -1.24 0.54 0.50
H -3.72 0.49 0.30
N 3.55 -4.95 -0.06
C 2.45 -4.42 -0.63
C 2.31 -3.02 -0.79
N 1.21 -2.48 -1.29
C 0.24 -3.33 -1.66
C 0.39 -4.70 -1.53
N 1.48 -5.25 -1.01
H 4.38 -4.40 0.08
H 3.63 -5.95 -0.05
H 3.12 -2.36 -0.52
H -0.68 -2.92 -2.07
H -0.39 -5.37 -1.84
O 5.93 3.33 2.66
C 5.28 2.68 3.73
N 4.26 1.87 3.10
C 3.34 1.23 3.85
O 3.33 1.31 5.07
C 2.30 0.42 3.13
C 1.38 -0.28 3.90
C 0.42 -1.05 3.28
C 0.39 -1.09 1.89
N 1.25 -0.40 1.14
C 2.19 0.33 1.75
H 6.73 3.75 2.98
H 4.80 3.39 4.41
H 5.96 2.05 4.30
H 4.34 1.79 2.10
H 1.45 -0.21 4.98
H -0.31 -1.62 3.85
H -0.34 -1.68 1.36
H 2.87 0.86 1.10
```

Results
multiplicity = 6
<S²> = 8.75
E_LUMO (alpha / beta) = -1.26 / -1.41 eV
ΔE to the lowest compared entry with this formula, charge and spin = 32.79 kcal per mole
calculated total energy = -97235.845 eV

***

A molecular structure, C33H41ClN5SV. Source: the OMol25 dataset; level of theory: ωB97M-V/def2-TZVPD.

XYZ file:
```
82
Properties=species:S:1:pos:R:3
V -1.27 0.16 0.80
C -2.79 2.42 -1.40
C -2.09 3.04 -0.23
C -2.03 4.43 -0.15
C -1.40 5.03 0.92
C -0.85 4.23 1.91
C -0.95 2.87 1.79
N -1.55 2.27 0.73
C -0.48 1.94 2.85
C -0.22 2.29 4.15
C -0.02 1.29 5.09
C -0.07 -0.05 4.71
C -0.28 -0.35 3.38
N -0.48 0.64 2.49
C -0.35 -1.71 2.81
C -0.11 -2.83 3.56
C -0.15 -4.07 2.95
C -0.40 -4.13 1.60
C -0.64 -2.97 0.88
C -0.92 -3.09 -0.59
N -0.63 -1.76 1.47
H -2.28 2.69 -2.32
H -3.81 2.80 -1.46
H -2.83 1.34 -1.34
H -2.49 5.02 -0.93
H -1.34 6.11 0.99
H -0.34 4.67 2.76
H -0.21 3.33 4.46
H 0.14 1.54 6.13
H 0.03 -0.83 5.45
H 0.11 -2.74 4.62
H 0.02 -4.98 3.52
H -0.43 -5.08 1.09
H -0.02 -3.45 -1.10
H -1.23 -2.16 -1.04
H -1.68 -3.85 -0.76
Cl -3.46 0.14 3.22
C -3.84 -1.46 2.61
C -4.25 -2.45 3.49
C -4.55 -3.70 2.98
C -4.45 -3.94 1.62
C -4.03 -2.93 0.76
C -3.70 -1.66 1.24
C -3.20 -0.56 0.36
H -4.35 -2.23 4.55
H -4.90 -4.48 3.65
H -4.70 -4.91 1.22
H -3.98 -3.11 -0.31
H -3.81 0.34 0.50
H -3.21 -0.86 -0.69
C 1.36 4.01 -3.25
C 2.85 3.88 -3.57
C 3.43 2.48 -3.36
C 3.48 2.02 -1.91
N 2.15 1.57 -1.43
C 1.60 0.37 -1.31
S -0.16 0.36 -1.31
N 2.22 -0.80 -1.21
C 3.65 -1.16 -1.25
C 4.23 -1.29 -2.66
C 3.85 -2.58 -3.39
C 2.39 -2.67 -3.82
H 0.93 4.90 -3.72
H 1.17 4.13 -2.17
H 0.79 3.14 -3.61
H 3.42 4.60 -2.96
H 3.01 4.16 -4.61
H 4.46 2.46 -3.75
H 2.86 1.76 -3.95
H 3.78 2.85 -1.26
H 4.21 1.24 -1.77
H 1.45 2.29 -1.47
H 1.57 -1.57 -1.22
H 3.72 -2.12 -0.74
H 4.21 -0.46 -0.64
H 5.31 -1.23 -2.57
H 3.91 -0.43 -3.26
H 4.11 -3.43 -2.76
H 4.48 -2.65 -4.27
H 1.70 -2.79 -2.97
H 2.24 -3.53 -4.47
H 2.08 -1.78 -4.38
```

Results
net charge = +2
multiplicity = 3
<S²> = 2.07
E_LUMO (alpha / beta) = -6.70 / -6.45 eV
ΔE to the lowest compared entry with this formula, charge and spin = 11.36 kcal per mole
calculated total energy = -91372.390 eV

***

7 unconnected molecules or ions with the total composition C26H62BN8O6S. Source: the OMol25 dataset; level of theory: ωB97M-V/def2-TZVPD.

XYZ file:
```
104
Properties=species:S:1:pos:R:3
C -1.93 0.33 0.78
C -2.16 1.81 0.29
C -2.57 1.87 -1.26
N -2.96 0.51 -1.68
B -4.44 0.35 -2.03
C -4.62 -1.23 -2.55
C -4.10 -2.24 -1.51
N -2.89 -2.69 -1.43
C -5.44 0.64 -0.72
C -6.95 0.79 -1.11
C -7.77 -0.54 -1.16
S -7.54 -1.61 0.33
H -1.55 0.32 1.84
H -1.19 -0.20 0.16
H -2.87 -0.26 0.79
H -3.03 2.19 0.87
H -1.23 2.37 0.50
H -3.43 2.56 -1.35
H -1.70 2.27 -1.82
H -2.41 0.26 -2.50
H -4.83 1.05 -2.95
H -5.63 -1.46 -2.93
H -3.93 -1.32 -3.44
H -4.79 -2.61 -0.72
H -2.38 -2.24 -2.20
H -5.16 1.59 -0.20
H -5.23 -0.18 0.01
H -7.01 1.23 -2.14
H -7.50 1.51 -0.46
H -8.85 -0.25 -1.17
H -7.61 -1.15 -2.06
H -8.73 -2.24 0.61
C 2.09 2.10 -0.22
O 1.02 1.86 -0.74
N 2.68 1.33 0.72
C 3.96 1.67 1.30
C 2.00 0.12 1.16
H 2.68 3.00 -0.49
H 4.67 0.86 1.10
H 3.85 1.79 2.38
H 4.34 2.60 0.88
H 1.84 -0.54 0.30
H 1.02 0.38 1.57
H 2.59 -0.39 1.91
C -5.65 3.68 1.95
O -5.44 3.15 0.88
N -5.13 4.87 2.33
C -5.42 5.45 3.63
C -4.26 5.58 1.41
H -6.29 3.21 2.72
H -5.90 6.43 3.49
H -4.48 5.59 4.18
H -6.08 4.81 4.20
H -4.81 5.79 0.49
H -3.40 4.96 1.17
H -3.93 6.52 1.86
C 2.07 -3.79 -1.57
O 1.79 -2.96 -0.72
N 1.28 -4.13 -2.62
C 1.69 -5.13 -3.58
C -0.01 -3.47 -2.78
H 3.02 -4.35 -1.54
H 1.73 -4.67 -4.58
H 0.95 -5.94 -3.59
H 2.67 -5.53 -3.33
H 0.15 -2.39 -2.88
H -0.63 -3.65 -1.90
H -0.51 -3.85 -3.67
C 4.88 4.07 4.31
O 4.96 4.25 3.11
N 3.77 4.26 5.06
C 3.76 4.02 6.49
C 2.56 4.73 4.41
H 5.74 3.72 4.90
H 3.01 3.26 6.72
H 3.50 4.95 7.01
H 4.73 3.68 6.83
H 2.26 4.01 3.64
H 2.75 5.69 3.93
H 1.76 4.84 5.13
C 7.48 0.77 4.97
O 6.51 1.28 5.49
N 8.32 1.40 4.11
C 9.47 0.73 3.53
C 8.07 2.79 3.78
H 7.76 -0.28 5.16
H 10.38 1.25 3.82
H 9.37 0.73 2.44
H 9.53 -0.31 3.87
H 8.09 3.38 4.70
H 7.08 2.87 3.33
H 8.83 3.16 3.09
C 2.04 -6.99 -6.58
O 2.05 -5.81 -6.89
N 1.09 -7.88 -6.95
C 1.15 -9.27 -6.55
C -0.01 -7.43 -7.78
H 2.83 -7.43 -5.96
H 1.19 -9.91 -7.43
H 0.25 -9.52 -5.97
H 2.03 -9.46 -5.93
H 0.37 -7.02 -8.71
H -0.55 -6.64 -7.25
H -0.69 -8.25 -7.99
```

Results
net charge = -1
E_LUMO = 1.87 eV
calculated total energy = -63684.985 eV

***

A molecular structure, C4H6O2S. Source: the OMol25 dataset; level of theory: ωB97M-V/def2-TZVPD.

XYZ file:
```
13
Properties=species:S:1:pos:R:3
C -0.24 0.56 -0.54
C -1.35 1.62 -0.11
C 0.52 -1.19 -0.23
C 0.57 -1.53 1.19
O 0.22 0.84 -1.80
O -0.03 1.55 0.41
S 1.06 -1.88 -1.55
H -1.55 2.40 -0.82
H -2.13 1.29 0.56
H 1.32 -0.89 1.67
H 0.84 -2.57 1.33
H -0.38 -1.31 1.68
H 1.15 1.09 -1.78
```

Results
E_LUMO = -0.11 eV
ΔE to the lowest compared entry with this formula, charge and spin = 81.69 kcal per mole
calculated total energy = -19171.764 eV

***

3 unconnected molecules or ions with the total composition C2H12N2O2. Source: the OMol25 dataset; level of theory: ωB97M-V/def2-TZVPD.

XYZ file:
```
18
Properties=species:S:1:pos:R:3
C 0.16 -0.84 -0.49
C 0.72 -1.77 0.65
N 0.50 -3.15 0.53
N -1.33 -0.66 -0.14
H 0.62 0.14 -0.55
H 0.26 -1.44 -1.51
H 1.77 -1.58 0.59
H 0.24 -1.36 1.54
H 0.97 -3.55 1.40
H 0.95 -3.55 -0.25
H -1.66 -0.06 -0.97
H -1.58 -1.68 -0.44
H -1.89 2.37 1.46
H -1.28 3.08 0.67
O -1.88 3.28 1.42
H 0.67 3.88 -1.78
H 1.33 2.97 -0.96
O 1.40 3.92 -1.19
```

Results
net charge = -1
multiplicity = 2
<S²> = 0.75
E_LUMO (alpha / beta) = 3.66 / 3.50 eV
ΔE to the lowest compared entry with this formula, charge and spin = 33.91 kcal per mole
calculated total energy = -9341.404 eV

***

A molecular structure, C30H27MgN19O4S. Source: the OMol25 dataset; level of theory: ωB97M-V/def2-TZVPD.

XYZ file:
```
82
Properties=species:S:1:pos:R:3
Mg 0.42 -0.74 0.22
C 3.68 -4.58 5.56
C 2.77 -3.51 5.01
C 2.40 -2.41 5.78
C 1.58 -1.43 5.26
C 1.11 -1.52 3.95
C 1.46 -2.61 3.18
C 2.29 -3.60 3.71
S 0.10 -0.16 3.37
O -0.85 0.00 4.47
O 1.03 0.94 3.20
N -0.60 -0.47 1.99
C -1.84 -1.29 2.11
C -1.73 -2.71 1.51
O -2.72 -3.45 1.66
O -0.65 -2.97 0.89
H 3.66 -4.58 6.66
H 4.71 -4.42 5.25
H 3.38 -5.57 5.21
H 2.76 -2.33 6.80
H 1.28 -0.58 5.86
H 1.05 -2.72 2.18
H 2.55 -4.45 3.09
H -2.65 -0.81 1.57
H -2.16 -1.38 3.14
N 2.53 1.95 -0.98
C 2.97 1.11 0.03
N 4.14 1.28 0.62
N 4.23 0.25 1.49
N 3.17 -0.48 1.42
N 2.32 0.05 0.50
C 1.62 1.55 -1.94
N 1.52 2.16 -3.11
N 0.53 1.49 -3.74
N 0.10 0.53 -2.99
N 0.77 0.54 -1.81
H 3.20 2.63 -1.28
N 3.29 -2.93 0.10
C 2.48 -3.05 -0.94
N 2.89 -3.86 -1.94
C 2.02 -4.02 -2.92
N 2.41 -4.79 -3.99
N 0.78 -3.53 -2.97
C 0.48 -2.72 -1.95
N 1.29 -2.40 -0.95
C -0.89 -2.14 -1.97
C -1.82 -2.56 -2.91
C -3.07 -1.96 -2.91
C -3.34 -0.96 -2.00
C -2.36 -0.60 -1.10
N -1.17 -1.21 -1.06
H 4.20 -3.33 -0.01
H 3.19 -2.15 0.76
H 3.41 -4.92 -4.06
H 1.91 -4.63 -4.84
H -1.55 -3.33 -3.62
H -3.83 -2.28 -3.62
H -4.30 -0.45 -1.99
H -2.50 0.19 -0.37
C 0.56 3.99 0.49
C -0.06 2.79 0.84
N -0.96 2.20 0.06
C -1.30 2.80 -1.07
C -0.75 4.00 -1.51
C 0.22 4.59 -0.71
C -1.12 4.57 -2.82
C -2.32 4.96 -3.27
C -3.61 5.07 -2.57
C -4.72 5.55 -3.28
C -5.92 5.65 -2.61
N -6.06 5.31 -1.33
C -4.95 4.86 -0.74
N -3.75 4.74 -1.29
H 1.32 4.41 1.13
H 0.20 2.28 1.77
H -2.01 2.28 -1.71
H 0.69 5.51 -1.03
H -0.29 4.65 -3.52
H -2.36 5.30 -4.30
H -4.63 5.84 -4.32
H -6.81 6.03 -3.10
H -5.03 4.58 0.30
```

Results
net charge = -2
E_LUMO = 3.66 eV
ΔE to the lowest compared entry with this formula, charge and spin = 40.25 kcal per mole
calculated total energy = -84336.796 eV